Entry 1:
DFT (the ωB97M-V functional and the def2-TZVPD basis) results for 6 unconnected molecules or ions with the total composition C6H26N2O5.

```
39
Properties=species:S:1:pos:R:3:mulliken_charge:R:1
C -2.603 0.446 0.265 -1.1888
C -1.726 1.567 -0.285 0.5348
C -1.592 1.490 -1.800 -1.4282
N -0.400 1.618 0.360 -0.4937
C 0.585 0.642 -0.140 0.0083
C 1.668 0.446 0.920 0.0315
C 2.937 -0.102 0.286 -1.4534
N 1.123 -0.436 1.973 -0.4460
H -2.056 -0.488 0.346 0.1681
H -3.501 0.332 -0.349 0.4076
H -2.945 0.633 1.285 0.2395
H -2.182 2.543 -0.066 0.3744
H -2.565 1.688 -2.261 0.4752
H -1.195 0.539 -2.161 0.2175
H -0.958 2.296 -2.174 0.3730
H -0.486 1.494 1.361 0.2331
H 0.109 -0.319 -0.350 -0.1901
H 1.057 1.047 -1.043 0.3381
H 1.857 1.397 1.424 0.3308
H 2.765 -1.055 -0.221 0.1810
H 3.362 0.626 -0.412 0.4053
H 3.716 -0.303 1.022 0.4262
H 0.958 -1.384 1.606 0.3023
H 1.796 -0.591 2.720 0.2492
O -1.481 -2.843 -1.385 -0.7003
H -0.981 -2.957 -0.552 0.4006
H -2.026 -2.065 -1.293 0.3070
O 1.380 -2.658 -2.236 -0.7268
H 1.579 -1.740 -2.465 0.3171
H 0.418 -2.786 -2.382 0.3845
O 0.610 -3.057 0.380 -0.6954
H 0.781 -3.966 0.648 0.2400
H 1.091 -2.930 -0.480 0.3907
O -1.446 -0.325 3.620 -0.7098
H -0.693 -0.401 3.009 0.4354
H -1.938 0.487 3.398 0.3028
O 1.008 3.707 -1.251 -0.6856
H 1.482 4.280 -0.649 0.2875
H 0.493 3.128 -0.669 0.3563
```

strongest force on any atom	0.0184	Eh/bohr
total charge	0
SMILES string	CC(C)NC[C@H](C)N.O.O.O.O.O
energy relative to the best compared isomer or geometry (same formula, charge and spin)	0.000	eV
spin multiplicity	1
highest occupied orbital energy	-9.2544	eV

Entry 2:
DFT (the ωB97M-V functional and the def2-TZVPD basis) results for 8 unconnected molecules or ions with the total composition C6H26NO8.

```
41
Properties=species:S:1:pos:R:3:mulliken_charge:R:1
C 1.720 1.345 -0.355 -1.3495
N 1.387 2.604 0.395 -0.3629
C 1.202 2.450 1.880 -0.2209
O 2.406 1.832 2.300 -0.6116
C 0.929 0.158 0.033 1.3726
C -0.607 0.259 -0.191 0.9166
C -1.434 -0.695 0.590 -0.0894
C -0.965 -1.280 1.722 -1.4396
H 2.760 1.030 -0.197 0.4862
H 1.489 1.614 -1.378 0.4561
H 2.162 3.206 0.376 0.2862
H 1.204 3.421 2.403 0.3220
H 0.354 1.766 2.104 0.1798
H 1.415 -0.684 -0.570 0.0036
H 1.257 -0.261 0.972 -0.4389
H -0.916 1.241 0.119 0.0866
H -0.817 0.136 -1.399 -0.4930
H -2.408 -0.855 0.107 0.0649
H -0.139 -1.251 2.252 0.4541
H -1.572 -2.019 2.163 0.2628
H -1.325 2.439 -0.867 0.3464
H -2.349 2.528 -1.931 0.4456
O -2.254 2.610 -0.919 -0.7347
H 1.324 -2.994 -0.087 0.3866
H 1.987 -3.139 -1.646 0.2293
O 1.085 -2.888 -1.160 -0.8281
H -3.797 -0.082 -0.505 0.3037
H -3.840 1.556 -0.942 0.3840
O -4.157 0.647 -1.011 -0.7613
H 3.612 -0.788 1.879 0.2750
H 2.359 0.854 2.072 0.2829
O 2.783 -0.887 2.304 -0.8136
H 2.354 -1.742 1.833 0.3170
H 1.225 -3.371 1.488 0.2101
O 1.927 -2.885 1.180 -0.9503
H -1.775 0.624 -3.129 0.2878
H -3.216 0.720 -2.491 0.4580
O -2.522 1.189 -3.056 -0.7234
H -0.409 -3.071 -1.695 0.4385
H -1.122 -2.323 -2.643 0.2535
O -1.317 -3.015 -1.999 -0.6925
```

strongest force on any atom	0.1255	Eh/bohr
total charge	-1
energy relative to the best compared isomer or geometry (same formula, charge and spin)	2.780	eV
spin multiplicity	1
highest occupied orbital energy	-5.8280	eV

Entry 3:
DFT (the ωB97M-V functional and the def2-TZVPD basis) results for 8 unconnected molecules or ions with the total composition C6H26NO8.

```
41
Properties=species:S:1:pos:R:3:lowdin_spin:R:1
O -3.831 0.034 0.345 0.3485
C -3.022 0.968 0.343 0.3862
C -1.656 1.009 -0.455 0.0812
C -1.344 -0.203 -1.317 0.0027
C -1.009 0.158 -2.791 0.0044
C 1.126 -0.431 -3.827 0.0007
C 0.038 -0.872 -3.217 0.0012
N -0.606 0.858 0.704 0.0614
H -3.004 1.856 1.058 0.0302
H -1.465 1.931 -1.062 0.0257
H -2.203 -0.905 -1.271 -0.0009
H -0.525 -0.815 -0.964 0.0009
H -1.846 0.307 -3.533 0.0008
H -0.519 1.140 -2.737 0.0031
H 2.032 -1.064 -3.997 0.0001
H 1.291 0.561 -4.244 0.0003
H -0.087 -1.917 -2.865 0.0000
H -0.512 1.617 1.389 0.0024
H 0.329 0.734 0.305 0.0106
H -1.055 0.096 1.245 0.0053
H 4.448 0.862 -2.292 0.0002
H 3.390 -0.158 -2.681 0.0001
O 4.059 0.014 -2.009 0.0016
H -0.938 -4.795 0.530 0.0000
H -0.382 -4.828 1.863 0.0000
O -0.538 -4.198 1.171 0.0002
H 2.835 -1.826 0.024 0.0003
H 3.096 -0.418 -0.641 0.0004
O 2.679 -0.885 0.139 0.0031
H 2.578 0.623 1.202 0.0008
H 2.747 1.589 2.264 0.0015
O 2.070 1.365 1.596 0.0081
H -0.883 -2.496 1.760 0.0001
H -2.078 -1.739 1.565 0.0021
O -1.177 -1.552 1.844 0.0061
H -2.860 3.098 2.998 0.0003
H -1.390 3.120 3.396 0.0003
O -2.031 2.652 2.849 0.0066
H 0.765 1.866 3.091 0.0008
H 1.079 1.016 4.258 0.0005
O 0.399 1.629 3.963 0.0020
```

strongest force on any atom	0.0855	Eh/bohr
⟨S²⟩	0.75
total charge	0
energy relative to the best compared isomer or geometry (same formula, charge and spin)	0.345	eV
spin multiplicity	2
highest occupied orbital energy (spin up / spin down)	-3.1984 / -6.8959	eV

Entry 4:
DFT (the ωB97M-V functional and the def2-TZVPD basis) results for 7 unconnected molecules or ions with the total composition C6H26O7.

```
39
Properties=species:S:1:pos:R:3:mulliken_charge:R:1
C -2.175 8.954 22.654 -0.9208
C -0.784 8.777 22.156 -0.2468
O -0.017 9.936 22.442 -0.5213
H -2.603 9.892 22.299 0.2993
H -2.184 8.942 23.744 0.2450
H -2.759 8.116 22.274 0.3164
H -0.848 8.566 21.088 0.2448
H -0.503 7.848 22.653 0.2757
H -0.168 10.618 21.783 0.3082
C -0.719 4.280 13.988 -0.4547
O -1.659 3.801 14.967 -0.5138
H -1.220 4.399 13.027 0.2244
H -0.363 5.254 14.323 0.2118
H 0.045 3.514 13.853 0.2227
H -1.324 3.910 15.860 0.3062
C 1.716 5.587 18.098 -0.5451
O 0.637 4.766 18.631 -0.4767
H 2.237 6.053 18.934 0.2655
H 2.446 5.026 17.513 0.2606
H 1.301 6.307 17.393 0.2203
H 0.970 4.187 19.321 0.2758
C 7.002 5.030 21.104 -0.5486
O 6.546 6.293 21.390 -0.4707
H 7.732 4.689 21.838 0.2583
H 6.201 4.290 21.106 0.2269
H 7.496 4.939 20.136 0.2423
H 6.007 6.173 22.175 0.2977
C -3.236 1.173 21.384 -0.4767
O -2.099 0.446 20.932 -0.4950
H -3.102 2.227 21.139 0.2234
H -4.075 0.788 20.805 0.2108
H -3.482 1.079 22.442 0.2365
H -1.316 0.894 21.260 0.2955
O 1.662 2.275 22.119 -0.6228
H 1.991 2.881 22.783 0.3138
H 2.365 1.635 22.010 0.3166
O 5.473 9.008 18.606 -0.6411
H 6.184 9.626 18.770 0.3120
H 5.549 8.362 19.308 0.3234
```

strongest force on any atom	0.0422	Eh/bohr
total charge	0
SMILES string	CCO.CO.CO.CO.CO.O.O
energy relative to the best compared isomer or geometry (same formula, charge and spin)	4.106	eV
spin multiplicity	1
highest occupied orbital energy	-10.1242	eV

Q: What is the formula in the second record?
A: C6H26NO8